# 1
Entry from the Open Molecules 2025 dataset: C46H46ClLuN2OP2 as an isolated structure (ωB97M-V/def2-TZVPD).

Positions of all 99 atoms, in Å:
1 Lu -0.0759 0.0039 -1.3253
2 Cl 2.2655 0.0009 -1.8008
3 P -0.2458 -2.4430 -1.6689
4 P -0.2191 2.4437 -1.6857
5 C 0.0863 -3.2217 -0.0919
6 C 0.9942 -3.0368 -2.7909
7 C -1.8425 -3.0048 -2.2253
8 C -1.8766 3.1015 -1.7212
9 C 0.6417 3.2112 -0.3132
10 C 0.6231 2.9632 -3.1626
11 C -0.8460 -4.0769 0.5021
12 C -0.5271 -4.7311 1.6865
13 C 0.7182 -4.5414 2.2834
14 C 1.6493 -3.6847 1.6886
15 C 1.3383 -3.0255 0.5118
16 H -1.8195 -4.2292 0.0361
17 H -1.2602 -5.3988 2.1499
18 H 0.9649 -5.0578 3.2143
19 H 2.6265 -3.5339 2.1536
20 H 2.0609 -2.3466 0.0410
21 C -3.0156 -2.5872 -1.5705
22 C -4.2458 -3.0924 -1.9607
23 C -4.3298 -4.0046 -3.0147
24 C -3.1671 -4.4073 -3.6741
25 C -1.9255 -3.9108 -3.2803
26 H -2.9508 -1.8574 -0.7591
27 H -5.1524 -2.7703 -1.4421
28 H -5.3000 -4.3955 -3.3255
29 H -3.2270 -5.1142 -4.5040
30 H -1.0204 -4.2308 -3.7955
31 C 1.5337 -4.2868 -2.5460
32 C 2.4485 -4.8456 -3.4399
33 C 2.8266 -4.1430 -4.5825
34 C 2.2914 -2.8735 -4.8239
35 C 1.3863 -2.3166 -3.9433
36 H 1.2520 -4.8366 -1.6465
37 H 2.8692 -5.8331 -3.2365
38 H 3.5457 -4.5776 -5.2800
39 H 2.6001 -2.3139 -5.7127
40 H 0.9883 -1.3148 -4.1051
41 C 1.9740 3.5607 -0.5045
42 C 2.6692 4.2328 0.4854
43 C 2.0405 4.5465 1.6931
44 C 0.7098 4.1821 1.8942
45 C 0.0054 3.5204 0.9053
46 H 2.4627 3.3067 -1.4535
47 H 3.7122 4.5144 0.3225
48 H 2.5932 5.0690 2.4791
49 H 0.2176 4.4226 2.8444
50 H -1.0400 3.2371 1.0635
51 C -2.9637 2.3904 -1.1788
52 C -4.2242 2.9491 -1.1674
53 C -4.4343 4.2218 -1.7074
54 C -3.3568 4.9245 -2.2568
55 C -2.0778 4.3596 -2.2576
56 H -2.8070 1.3845 -0.7725
57 H -5.0651 2.3955 -0.7398
58 H -5.4313 4.6628 -1.7064
59 H -3.5139 5.9140 -2.6865
60 H -1.2558 4.9138 -2.6840
61 C 0.8900 4.3151 -3.2984
62 C 1.4889 4.8045 -4.4611
63 C 1.8311 3.9240 -5.4883
64 C 1.5747 2.5568 -5.3448
65 C 0.9823 2.0782 -4.1948
66 H 0.6346 5.0136 -2.4929
67 H 1.6933 5.8711 -4.5594
68 H 2.3062 4.3020 -6.3957
69 H 1.8555 1.8646 -6.1442
70 H 0.8049 1.0079 -4.0659
71 H -1.9172 -0.0044 -1.4247
72 H -0.5044 -0.0126 -3.1216
73 C 3.6292 0.7054 6.2144
74 C 2.1365 0.7374 6.5421
75 N 1.2641 0.1214 5.4752
76 C 0.5868 -1.1301 5.8378
77 C -0.4480 -0.9712 6.9604
78 C 1.2373 0.7075 4.2320
79 O 2.0116 1.6519 3.9338
80 C 0.2131 0.3155 3.1624
81 C -1.0804 0.0792 3.5634
82 C -2.0634 -0.1998 2.6294
83 C -1.6916 -0.1958 1.3059
84 N -0.4492 0.0576 0.8896
85 C 0.5036 0.3396 1.8205
86 H 3.9414 -0.3330 6.0575
87 H 4.1656 1.1150 7.0621
88 H 3.8656 1.2969 5.3343
89 H 2.0022 0.1804 7.4715
90 H 1.7934 1.7679 6.7166
91 H 0.1076 -1.5711 4.9505
92 H 1.3461 -1.8550 6.1494
93 H -1.2304 -0.2468 6.7001
94 H -0.9169 -1.9363 7.1289
95 H 0.0179 -0.6480 7.8929
96 H -1.3950 0.1168 4.6119
97 H -3.0886 -0.3933 2.9336
98 H -2.5175 -0.4003 0.5711
99 H 1.5411 0.5793 1.4335

## Properties
Charge ... +2
Highest occupied orbital energy (spin up / spin down) ... -13.6 / -13.2 eV
Kohn-Sham gap (spin up / spin down) ... 5.47 / 3.62 eV
2S+1 ... 1
LUMO (spin up / spin down) ... -8.1 / -9.6 eV

=====

# 2
Entry from the Open Molecules 2025 dataset: C46H46FeIN6OP as an isolated structure (ωB97M-V/def2-TZVPD).

Positions of all 102 atoms, in Å:
1 Fe -0.1846 0.0096 -0.1628
2 C -0.8086 3.2870 -2.8417
3 C -2.1255 3.2316 -2.0601
4 C -2.0028 2.9010 -0.5573
5 N -2.1116 1.4918 -0.2644
6 C -3.3212 1.0141 -0.0115
7 C -4.5817 1.5736 0.0064
8 C -5.7957 0.7414 0.1914
9 C -6.0550 -1.4619 0.6410
10 C -4.7120 -2.2345 0.4357
11 C -3.5411 -2.1301 1.4218
12 C -2.3604 -1.6497 0.5361
13 N -1.1322 -1.3604 0.9153
14 C -0.5661 -1.9093 2.1246
15 C 0.3298 -0.9130 2.8752
16 C -0.0732 0.5546 2.7303
17 N 0.1952 1.0128 1.3972
18 C 0.6165 2.2398 1.1686
19 C 0.4735 3.2773 2.1174
20 C 0.9224 4.5820 2.1134
21 C 1.7821 5.2010 1.2198
22 C 2.3099 4.6475 0.0572
23 C 1.9965 3.4619 -0.5678
24 C 1.1199 2.4120 -0.1974
25 N 0.7399 1.4370 -0.9980
26 C 0.9881 1.4623 -2.4128
27 C -0.2295 1.9228 -3.2339
28 H -0.0746 3.8677 -2.2791
29 H -1.0093 3.8408 -3.7614
30 H -2.8060 2.5163 -2.5288
31 H -2.5853 4.2182 -2.1352
32 H -2.7677 3.4639 -0.0097
33 H -1.0349 3.2485 -0.1956
34 H -4.7174 2.6174 -0.2111
35 H -6.6948 1.3240 0.0076
36 H -6.9588 -2.0589 0.7264
37 H -4.8733 -3.2274 0.0279
38 H -3.4376 -2.9045 2.1717
39 H 0.0441 -2.7881 1.8750
40 H -1.3692 -2.2444 2.7874
41 H 1.3542 -1.0061 2.5120
42 H 0.3275 -1.1776 3.9345
43 H 0.5188 1.1260 3.4550
44 H -1.1343 0.6912 2.9709
45 H -0.1442 3.0206 2.9665
46 H 0.5938 5.1843 2.9513
47 H 2.0845 6.2121 1.4555
48 H 3.0328 5.2635 -0.4635
49 H 2.5219 3.3077 -1.5005
50 H 1.2361 0.4429 -2.7189
51 H 1.8364 2.0985 -2.6761
52 H -1.0180 1.1760 -3.1812
53 H 0.1063 1.9668 -4.2702
54 O -1.6432 -0.5745 -1.9108
55 N -0.3652 -1.0730 -1.7884
56 C -0.0947 -2.1503 -2.4250
57 C 1.2262 -2.7080 -2.4484
58 C 1.4983 -3.7032 -3.3982
59 C 2.7566 -4.2502 -3.5130
60 C 3.7741 -3.8159 -2.6718
61 C 3.5102 -2.8705 -1.7003
62 C 2.2456 -2.2991 -1.5695
63 P 1.9426 -1.2659 -0.0854
64 C 2.6897 -2.4862 1.0788
65 C 2.1478 -3.7723 1.0091
66 C 2.5809 -4.7686 1.8611
67 C 3.5486 -4.4918 2.8146
68 C 4.0886 -3.2200 2.8918
69 C 3.6667 -2.2200 2.0325
70 C 3.2419 0.0100 -0.1782
71 C 3.4627 0.8012 0.9490
72 C 4.4326 1.7858 0.9407
73 C 5.1803 2.0106 -0.2042
74 C 4.9330 1.2635 -1.3431
75 C 3.9695 0.2701 -1.3353
76 H -1.5813 0.2350 -1.3176
77 H -0.8658 -2.6341 -3.0191
78 H 0.6976 -4.0348 -4.0430
79 H 2.9491 -5.0172 -4.2470
80 H 4.7660 -4.2297 -2.7606
81 H 4.2958 -2.5722 -1.0199
82 H 1.3959 -3.9855 0.2591
83 H 2.1658 -5.7619 1.7840
84 H 3.8802 -5.2641 3.4908
85 H 4.8522 -3.0038 3.6231
86 H 4.1221 -1.2435 2.1024
87 H 2.8624 0.6501 1.8353
88 H 4.6042 2.3805 1.8253
89 H 5.9451 2.7717 -0.2079
90 H 5.4987 1.4502 -2.2441
91 H 3.7885 -0.3057 -2.2311
92 I -6.7166 -0.7377 -2.4760
93 C -5.7301 -0.5781 -0.5723
94 C -6.0135 -0.1797 1.5157
95 C -4.8707 -0.1254 2.3948
96 C -3.6535 -0.6487 1.8134
97 N -3.3753 -0.3774 0.3262
98 C -4.3121 -1.1251 -0.5372
99 H -6.9622 0.0451 1.9968
100 H -4.8470 0.4914 3.2735
101 H -2.7711 -0.3131 2.3583
102 H -3.8204 -1.3403 -1.4834

## Properties
⟨S²⟩ ... 0.755
Charge ... +1
Highest occupied orbital energy (spin up / spin down) ... -8.8 / -8.8 eV
Kohn-Sham gap (spin up / spin down) ... 4.95 / 4.91 eV
2S+1 ... 2
LUMO (spin up / spin down) ... -3.9 / -3.9 eV

=====

# 3
Entry from the Open Molecules 2025 dataset: C46H46N2O3PScTe as an isolated structure (ωB97M-V/def2-TZVPD).

Positions of all 100 atoms, in Å:
1 Sc 1.0324 1.0935 1.6537
2 C 0.0878 3.1811 2.5637
3 C -0.9057 2.2602 2.9636
4 C -0.4056 1.5179 4.0472
5 C 0.8928 1.9821 4.3361
6 C 1.2001 3.0049 3.4202
7 H 0.0170 3.8850 1.7473
8 H -1.8562 2.1170 2.4780
9 H -0.9003 0.6883 4.5302
10 H 1.5587 1.5781 5.0846
11 H 2.1241 3.5622 3.3633
12 O -0.1735 1.0841 0.1541
13 C -0.7045 1.2134 -1.0770
14 C -0.4746 0.2701 -2.0587
15 C -1.1374 0.3361 -3.3486
16 C -0.9496 -0.5835 -4.3294
17 C -0.0553 -1.6738 -4.1638
18 C 0.6279 -1.7489 -2.9734
19 C 0.4378 -0.8644 -1.8956
20 P 1.6559 -0.8699 -0.5769
21 C 3.1698 -0.3915 -1.5206
22 C 3.0615 0.8388 -2.1828
23 C 4.1137 1.3456 -2.9268
24 C 5.3110 0.6411 -3.0158
25 C 5.4304 -0.5784 -2.3660
26 C 4.3670 -1.0927 -1.6299
27 C 2.0074 -2.6054 -0.1168
28 C 1.2008 -3.6886 -0.4618
29 C 1.4512 -4.9547 0.0532
30 C 2.5089 -5.1602 0.9256
31 C 3.3010 -4.0827 1.3016
32 C 3.0441 -2.8188 0.7966
33 H -1.8182 1.1584 -3.5289
34 H -1.4884 -0.4640 -5.2653
35 H 0.1116 -2.3949 -4.9541
36 H 1.3797 -2.5259 -2.8658
37 H 2.1286 1.3920 -2.1195
38 H 3.9980 2.2959 -3.4351
39 H 6.1392 1.0384 -3.5914
40 H 6.3539 -1.1430 -2.4380
41 H 4.4735 -2.0531 -1.1397
42 H 0.3612 -3.5341 -1.1269
43 H 0.8044 -5.7804 -0.2219
44 H 2.6941 -6.1450 1.3389
45 H 4.0968 -4.2180 2.0245
46 H 3.6238 -1.9700 1.1448
47 O 2.6675 4.6617 -0.4510
48 C 3.2398 3.6966 0.0122
49 C 4.7646 3.4988 -0.0790
50 C 4.9995 2.1284 0.5426
51 C 3.6128 1.7658 1.0245
52 O 3.3156 0.7357 1.6615
53 N 2.6691 2.6459 0.6855
54 H 5.2454 4.3132 0.4660
55 H 5.0700 3.5688 -1.1222
56 H 5.7060 2.1106 1.3729
57 H 5.3104 1.3751 -0.1850
58 C -2.8724 -1.8477 3.1420
59 N -2.2488 -2.6167 2.0825
60 C -3.1724 -2.8222 0.9845
61 C -1.0218 -1.9565 1.6226
62 C 0.1082 -2.0184 2.6312
63 C 0.2859 -3.2175 3.3279
64 C 1.3269 -3.3707 4.2290
65 C 2.2085 -2.3130 4.4182
66 C 2.0317 -1.1378 3.6999
67 C 0.9795 -0.9282 2.7896
68 H -3.7526 -2.3766 3.5179
69 H -3.1873 -0.8457 2.8002
70 H -2.1666 -1.7156 3.9624
71 H -4.0601 -3.3512 1.3433
72 H -2.6970 -3.4290 0.2118
73 H -3.5018 -1.8805 0.5164
74 H -1.2134 -0.9095 1.3405
75 H -0.7102 -2.4623 0.7018
76 H -0.4073 -4.0331 3.1521
77 H 1.4589 -4.3075 4.7614
78 H 3.0369 -2.4092 5.1154
79 H 2.7511 -0.3387 3.8618
80 C -7.7103 1.2662 -2.5252
81 C -6.2949 1.7159 -2.2746
82 C -5.5957 2.4580 -3.2142
83 C -4.2771 2.8578 -3.0004
84 C -3.5885 3.6574 -4.0757
85 C -3.6314 2.5131 -1.8066
86 Te -1.5911 3.0729 -1.4807
87 C -4.3324 1.7779 -0.8390
88 C -3.7051 1.4063 0.4697
89 C -5.6447 1.3894 -1.0924
90 H -8.0967 1.6866 -3.4551
91 H -8.3751 1.5731 -1.7143
92 H -7.7715 0.1777 -2.6006
93 H -6.0813 2.7304 -4.1475
94 H -4.1854 3.6645 -4.9897
95 H -2.6011 3.2470 -4.2939
96 H -3.4313 4.6940 -3.7666
97 H -3.1383 2.2402 0.8794
98 H -2.9813 0.5987 0.3354
99 H -4.4668 1.0992 1.1884
100 H -6.1731 0.8183 -0.3333

## Properties
Charge ... -2
Highest occupied orbital energy ... 0.0 eV
Kohn-Sham gap ... 4.12 eV
2S+1 ... 1
Energy above the lowest of the compared OMol25 structures with the same formula, charge and spin ... 0.4288 eV
LUMO ... 4.1 eV

=====

Total energy values, unit eV, following the record order: -118179.6641; -111199.1769; -94857.4742.
Max |F| values, unit hartree/bohr, following the record order: 0.0763; 0.0933; 0.0113.